Entry 1:
64
Properties=species:S:1:pos:R:3 method="wB97M-V/def2-TZVPD" relative_energy_kcal_mol=0.0 orbital_gap_ev=5.202 total_energy_ha=-2406.430423 e_lumo_ev=-1.99
C 3.1003 5.5875 -2.0885
C 2.1256 4.4537 -2.4360
C 2.4188 3.4337 -1.3883
C 3.2816 4.0192 -0.4212
O 3.7008 5.2660 -0.7442
C 3.6764 3.2978 0.7148
C 3.1707 2.0316 0.8676
C 2.3035 1.3935 -0.1046
C 1.7354 0.1106 0.0820
C 2.2114 -0.7676 1.1112
C 1.3760 -1.3895 2.0730
C 1.9461 -2.0485 3.1471
C 3.3494 -2.1770 3.2607
O 3.7581 -2.7354 4.4330
C 2.5576 -3.0451 5.2224
C 1.3354 -2.6460 4.3826
C 4.2124 -1.6803 2.2600
C 3.6306 -0.9990 1.2213
C 2.0354 2.1196 -1.3016
H 3.9433 5.6423 -2.7989
H 2.6370 6.5737 -2.0083
H 1.0926 4.8213 -2.3539
H 2.3104 4.0542 -3.4394
H 4.3507 3.7625 1.4329
H 3.4581 1.4834 1.7659
H 1.1730 -0.2875 -0.7701
H 0.2933 -1.2756 2.0169
H 2.5809 -4.1181 5.4596
H 2.6224 -2.4790 6.1623
H 0.7242 -1.9017 4.9119
H 0.7284 -3.5409 4.1781
H 5.2823 -1.8480 2.3489
H 4.2737 -0.5842 0.4428
H 1.5239 1.6441 -2.1427
C -3.3711 -5.3401 -2.0714
C -2.0150 -5.2916 -2.4060
C -1.2846 -4.1157 -2.2419
C -1.9387 -2.9507 -1.8239
S -1.1415 -1.3678 -2.1003
C -0.8847 -0.6397 -0.5774
S -1.4276 0.9799 -0.2801
C -3.1802 1.4038 -0.4683
C -3.5867 2.0298 -1.6555
C -4.8119 2.6967 -1.7152
C -5.6671 2.7059 -0.6099
C -5.3288 1.9644 0.5244
C -4.0880 1.3168 0.6016
O -1.0656 1.1501 1.1088
O -0.8059 1.8293 -1.3043
O 0.1422 -1.7249 -2.6822
O -2.0850 -0.5813 -2.8763
C -3.2353 -3.0367 -1.3042
C -3.9645 -4.2229 -1.4788
H -3.9466 -6.2556 -2.2368
H -1.5197 -6.1733 -2.8015
H -0.2191 -4.0919 -2.4551
H -0.4042 -1.2301 0.1941
H -2.9293 2.0257 -2.5234
H -5.0759 3.2375 -2.6249
H -6.5901 3.2834 -0.6387
H -6.0254 1.9159 1.3650
H -3.8028 0.7782 1.5058
H -3.6642 -2.1940 -0.7701
H -5.0025 -4.2723 -1.1504

Entry 2:
69
Properties=species:S:1:pos:R:3 method="wB97M-V/def2-TZVPD" spin_multiplicity=2 relative_energy_kcal_mol=0.0 orbital_gap_ev="5.586 / 6.257" total_charge=+4 total_energy_ha=-7742.886176 e_lumo_ev="-14.42 / -13.79"
V -0.6104 -0.1120 -0.3713
C -1.8927 -3.0096 2.5264
C -2.4306 -2.2396 3.5506
C -2.5384 -0.8693 3.3687
C -2.0964 -0.3102 2.1691
N -1.5609 -1.0673 1.1947
C -1.4598 -2.3811 1.3673
C -2.1738 1.1058 1.8122
C -2.7468 2.1264 2.5696
C -2.8116 3.4044 2.0293
C -2.3405 3.6245 0.7415
C -1.7777 2.5576 0.0421
N -1.6717 1.3388 0.5877
C -1.3190 2.5752 -1.3480
C -1.4506 3.6722 -2.1978
C -1.0983 3.5352 -3.5320
C -0.6057 2.3108 -3.9624
C -0.4694 1.2740 -3.0484
N -0.8302 1.3943 -1.7711
H -1.8057 -4.0810 2.6224
H -2.7590 -2.6994 4.4724
H -2.9626 -0.2455 4.1399
H -1.0192 -2.9629 0.5631
H -3.1459 1.9395 3.5538
H -3.2510 4.2142 2.5934
H -2.4163 4.6054 0.3025
H -1.8388 4.6065 -1.8234
H -1.2146 4.3627 -4.2188
H -0.3298 2.1556 -4.9946
H -0.0660 0.3238 -3.3787
Br 2.7375 -4.9292 -3.5948
C 1.8558 -3.4895 -2.7546
C 2.5709 -2.4718 -2.1062
C 1.8744 -1.4490 -1.5009
N 0.5370 -1.3705 -1.4724
C -0.1614 -2.3150 -2.1479
C 0.4569 -3.3844 -2.7805
C -1.6114 -2.0735 -2.1519
C -2.5168 -2.8259 -2.8830
C -3.8807 -2.5062 -2.8362
Br -5.1347 -3.5175 -3.8105
C -4.2648 -1.4128 -2.0434
C -3.2993 -0.7096 -1.3592
N -1.9952 -1.0174 -1.3952
H 3.6495 -2.4905 -2.0837
H 2.4233 -0.6317 -1.0473
H -0.1187 -4.1460 -3.2832
H -2.1954 -3.6566 -3.4910
H -5.3022 -1.1272 -1.9673
H -3.5827 0.1445 -0.7523
C 4.7613 -0.5592 2.1500
C 4.8041 0.9531 2.3149
C 5.2866 1.6742 1.0733
C 3.4409 1.5291 2.8061
N 2.3663 1.0863 1.9737
C 1.6178 -0.0313 2.1102
N 0.8161 -0.0815 1.0676
N 1.0828 0.9739 0.3311
N 2.0019 1.6799 0.8495
H 5.7645 -0.9353 1.9625
H 4.1462 -0.8636 1.3010
H 4.4033 -1.0477 3.0517
H 5.5042 1.1773 3.1325
H 4.5707 1.6173 0.2504
H 6.2217 1.2375 0.7279
H 5.4622 2.7288 1.2790
H 3.4827 2.6198 2.7670
H 3.2434 1.2002 3.8280
H 1.6747 -0.7280 2.9249

Entry 3:
74
Properties=species:S:1:pos:R:3 method="wB97M-V/def2-TZVPD" relative_energy_kcal_mol=0.0 orbital_gap_ev=6.603 total_energy_ha=-11618.971841 e_lumo_ev=-1.27
In 1.9918 0.3710 0.4324
O -1.4512 2.3852 -0.9827
C -1.0465 2.9642 -2.1291
C -1.9863 3.6965 -2.8510
C -1.6308 4.3177 -4.0350
C -0.3298 4.2337 -4.5138
C 0.6025 3.5057 -3.7920
C 0.2647 2.8547 -2.6103
C 1.3107 2.0017 -1.9218
O 1.1816 2.0074 -0.5504
N 1.2473 0.5852 -2.3991
N 0.2476 -0.1106 -1.7922
C -0.3313 -1.0619 -2.4034
C -1.3935 -1.8332 -1.7535
Br -2.1040 -1.0866 -0.1619
C -1.9299 -2.9603 -2.2278
C -1.4508 -3.7291 -3.3890
C -2.3837 -4.3048 -4.2539
C -1.9697 -5.0407 -5.3514
C -0.6145 -5.2278 -5.5926
C 0.3198 -4.6838 -4.7236
C -0.0932 -3.9457 -3.6247
H -0.6592 2.0480 -0.5218
H -2.9916 3.7672 -2.4572
H -2.3736 4.8845 -4.5818
H -0.0448 4.7355 -5.4285
H 1.6265 3.4402 -4.1471
H 2.3018 2.3452 -2.2520
H 1.2419 0.5232 -3.4156
H -0.0924 -1.3224 -3.4361
H -2.8089 -3.3494 -1.7252
H -3.4410 -4.1597 -4.0666
H -2.7047 -5.4713 -6.0187
H -0.2902 -5.8069 -6.4473
H 1.3774 -4.8440 -4.8895
H 0.6404 -3.5623 -2.9267
S 0.6744 -0.1375 2.3825
C 0.4904 -1.8695 2.0844
N -0.1741 -2.5316 2.9794
N -0.4409 -3.8195 2.9568
C -0.3228 -4.7941 1.9156
C 0.4512 -5.9189 2.1500
C 0.5239 -6.9207 1.1865
C -0.1656 -6.7856 -0.0068
C -0.9392 -5.6504 -0.2349
C -1.0312 -4.6600 0.7258
N 1.0435 -2.5621 1.0249
N 1.6966 -1.9518 0.1586
C 2.2634 -2.7876 -0.8560
C 2.2420 -4.1773 -0.7631
C 2.8084 -4.9323 -1.7737
C 3.4038 -4.3135 -2.8683
C 3.4231 -2.9293 -2.9520
C 2.8540 -2.1642 -1.9447
H -0.9262 -4.1096 3.7880
H 0.9999 -6.0038 3.0794
H 1.1261 -7.8001 1.3736
H -0.1063 -7.5590 -0.7614
H -1.4748 -5.5434 -1.1697
H -1.6307 -3.7747 0.5568
H 1.7847 -4.6529 0.0920
H 2.7899 -6.0123 -1.7025
H 3.8575 -4.9108 -3.6486
H 3.8887 -2.4395 -3.7972
H 2.8627 -1.0835 -2.0116
Br -0.5374 3.7214 2.1410
C 1.2177 4.2274 1.5452
Br 2.5987 3.1663 2.3782
H 1.3883 5.2609 1.8139
H 1.2763 4.0355 0.4821
Cl 5.3542 0.9194 2.1828
Si 4.5385 0.7042 0.2990
Cl 4.9652 2.4336 -0.7485
Cl 5.6487 -0.7819 -0.6020

Entry 4:
72
Properties=species:S:1:pos:R:3 method="wB97M-V/def2-TZVPD" relative_energy_kcal_mol=27.5 orbital_gap_ev=6.655 total_charge=-2 total_energy_ha=-5086.829050 e_lumo_ev=3.80
Cs 1.8936 -0.1732 0.6880
O 6.4915 2.3220 0.2583
C 5.6729 1.2515 0.7355
C 5.7023 0.0672 -0.2316
N 4.7167 -0.9455 0.0695
C 4.4427 -1.7733 -1.1252
C 3.7347 -0.9902 -2.2808
O 4.3049 -0.9080 -3.3777
O 2.6115 -0.5229 -1.9518
C 5.0559 -1.7632 1.2332
C 3.9627 -2.7760 1.7582
O 4.4150 -3.7900 2.3165
O 2.7682 -2.4651 1.5724
H 6.1378 2.5755 -0.5990
H 4.6442 1.6085 0.9017
H 6.0904 0.9860 1.7080
H 6.7232 -0.3614 -0.2767
H 5.4911 0.4532 -1.2351
H 3.7754 -2.5788 -0.8121
H 5.3808 -2.2051 -1.5109
H 5.2758 -1.1047 2.0795
H 5.9596 -2.3715 1.0508
O 1.3976 2.9189 3.7048
S 0.8348 2.4236 2.4687
O 1.6276 2.7040 1.2755
O 0.2952 1.0631 2.5398
C -0.7253 3.3376 2.2118
C -0.9163 4.4876 2.9590
C -2.0892 5.2205 2.8626
C -3.0906 4.7919 2.0098
C -2.9048 3.6367 1.2628
C -1.7307 2.8878 1.3439
P -1.5201 1.3517 0.3214
C -2.4265 0.0798 1.3030
C -3.7942 0.2193 1.5225
C -4.5225 -0.7382 2.2132
C -3.8807 -1.8606 2.7054
C -2.5126 -2.0015 2.5203
C -1.7765 -1.0448 1.8366
C -2.6607 1.6716 -1.0631
C -2.5717 2.8863 -1.7497
C -3.2746 3.0958 -2.9233
C -4.0685 2.0881 -3.4545
C -4.1404 0.8678 -2.8029
C -3.4429 0.6600 -1.6207
H -0.1231 4.7860 3.6321
H -2.2187 6.1161 3.4583
H -4.0184 5.3448 1.9225
H -3.6907 3.3158 0.5918
H -4.3068 1.0899 1.1304
H -5.5877 -0.6010 2.3593
H -4.4373 -2.6198 3.2422
H -1.9958 -2.8631 2.9246
H -0.7088 -1.2212 1.7698
H -1.9369 3.6757 -1.3655
H -3.1895 4.0481 -3.4325
H -4.6114 2.2463 -4.3783
H -4.7302 0.0609 -3.2196
H -3.4913 -0.3094 -1.1410
Se -0.0498 -0.5834 -2.5256
N -0.4198 -1.6109 -1.1187
C -0.7205 -2.8011 -1.6552
C -1.0482 -3.9428 -0.8713
C -1.3579 -5.1121 -1.4931
C -1.3529 -5.2191 -2.9129
C -1.0324 -4.1516 -3.6932
C -0.7097 -2.9148 -3.0756
N -0.3928 -1.7936 -3.7327
H -1.0241 -3.8533 0.2064
H -1.5983 -5.9876 -0.9026
H -1.5976 -6.1735 -3.3634
H -1.0070 -4.2075 -4.7735